Entry 1:
A 6-piece molecular cluster, C32H71N2O20P5Si overall. Source: the Open Molecules 2025 dataset; level of theory: ωB97M-V/def2-TZVPD.

Output
**Net charge**: +2
**HOMO**: -12.69 eV

Each line ends with the Mulliken charge.
Atoms and positions in Å:
O (-3.84, -4.10, -0.24)  -0.1690
C (6.33, 1.60, 1.56)  0.4592
H (0.77, -7.71, 2.81)  0.3315
N (8.98, 1.23, 2.13)  0.1580
H (-1.22, 7.50, -4.80)  0.2752
H (-3.51, 9.40, -3.37)  0.2513
H (-0.70, 4.20, 0.66)  0.2752
H (-3.43, -3.85, 1.78)  0.1982
H (10.64, 1.41, 3.42)  0.2969
H (-10.40, -1.58, 2.05)  0.2442
H (-1.29, -3.98, -1.65)  0.2936
H (-12.56, -6.55, 1.50)  0.2575
H (4.90, 3.51, 0.13)  0.5466
H (-12.74, -4.88, 0.93)  0.3240
O (-1.30, -7.65, 2.47)  -0.2847
H (6.09, 1.72, 3.69)  0.5424
H (-11.93, -4.42, -2.83)  0.2517
C (-0.46, 3.33, 0.02)  -1.1669
C (6.80, 1.60, 2.88)  -0.7025
N (2.10, 1.95, 1.14)  0.2011
P (2.32, 4.33, -5.12)  0.9303
P (-1.60, 7.85, -1.40)  0.8715
H (1.02, 2.31, -6.25)  0.3491
H (0.11, -4.27, 5.14)  0.2404
H (11.64, -2.00, 1.16)  0.3519
H (-0.11, 2.90, 3.32)  0.3615
H (-1.43, 2.98, -0.35)  0.4294
O (-3.00, -6.65, 4.10)  -0.6839
H (-0.16, 1.11, 3.36)  0.3736
H (4.43, 0.01, 2.59)  0.5473
H (-8.87, -2.47, 1.96)  0.2484
C (-4.29, -3.93, 1.11)  -0.6366
C (-1.70, -9.24, 5.16)  -0.6898
C (9.57, -1.47, 2.42)  -1.5901
C (10.41, 0.99, 2.44)  -1.3112
C (-0.82, -4.80, 4.96)  -0.6385
H (11.68, -0.35, 0.44)  0.3170
H (6.93, 1.39, -0.51)  0.5516
H (-6.69, -3.61, -1.08)  0.3188
H (3.14, 3.38, -8.01)  0.2573
H (-2.33, 6.70, -3.68)  0.3696
H (-2.38, 10.26, -2.31)  0.3248
C (7.25, 1.41, 0.53)  -0.6710
C (0.00, -8.18, 2.19)  -0.6654
H (9.34, 1.07, 0.11)  0.4415
H (-2.25, -9.54, 4.27)  0.3402
H (9.84, -2.51, 2.66)  0.4725
C (11.80, -0.94, 1.37)  -1.3255
H (-1.54, 2.01, 2.67)  0.3448
H (-0.63, 6.17, -3.79)  0.2009
H (-4.09, 10.16, -1.87)  0.2588
C (8.13, 1.41, 3.14)  -0.2028
O (1.08, 4.68, -4.43)  -0.5469
C (-1.30, 7.03, -3.83)  -0.5995
H (-5.60, -4.17, -2.36)  0.3248
C (10.80, -0.54, 2.48)  0.9209
C (-3.26, 9.63, -2.33)  -0.6564
C (-9.82, -2.28, 1.46)  -0.6176
O (-8.78, -4.58, -0.16)  -0.6129
C (4.27, 2.78, 0.63)  -0.7628
H (2.02, 0.24, 2.36)  0.4219
H (-6.71, -2.83, -2.66)  0.2676
H (9.07, -1.46, 1.44)  0.3565
O (-0.58, -5.78, 3.94)  -0.2614
C (-0.45, 2.01, 2.79)  -1.0333
H (4.79, 5.24, -2.88)  0.3123
O (3.63, 5.02, -4.55)  -0.3642
C (0.36, 8.68, 0.05)  -0.4999
H (2.17, 1.00, -5.95)  0.2702
H (0.17, 8.18, 1.00)  0.2491
H (0.13, 3.62, -0.86)  0.3296
H (-1.20, -2.66, -2.85)  0.2242
C (3.43, 4.28, -7.48)  -0.6536
C (2.67, 0.96, 1.86)  -0.4056
O (-0.90, 7.98, -2.83)  -0.2253
H (-2.39, -9.10, 5.99)  0.2632
H (0.23, -7.99, 1.14)  0.2545
H (12.84, -0.83, 1.68)  0.3550
H (-10.21, -3.99, -2.91)  0.2221
H (-1.29, 0.24, 0.20)  0.2632
P (-3.65, -2.79, -1.12)  0.6230
H (-10.71, -5.55, -2.23)  0.3466
H (0.00, -9.25, 2.36)  0.2576
C (8.57, 1.24, 0.86)  -0.0477
H (-1.58, -4.09, 4.61)  0.2197
H (-12.78, -6.23, -0.22)  0.2503
C (-1.70, -3.59, -2.59)  -0.6117
P (-10.21, -4.46, 0.14)  0.9394
C (-10.97, -4.50, -2.32)  -0.6598
H (0.97, 8.05, -0.59)  0.1656
H (8.45, 1.42, 4.18)  0.3926
H (8.81, -1.17, 3.17)  0.3405
H (1.10, 1.54, -4.65)  0.1979
H (-4.88, -4.80, 1.39)  0.2962
O (2.69, 2.78, -5.09)  -0.2721
H (-1.15, -5.26, 5.88)  0.3255
H (11.28, -0.74, 3.45)  0.3282
O (-2.82, -1.75, -0.50)  -0.4053
H (-1.53, -4.32, -3.38)  0.2576
O (-11.10, -3.87, -1.04)  -0.2491
H (0.37, -0.09, -0.48)  0.4272
O (-10.56, -3.50, 1.35)  -0.3153
H (-0.02, -0.47, 1.23)  0.3232
H (0.89, 9.61, 0.23)  0.2618
H (4.33, 4.09, -6.90)  0.3121
O (-10.90, -5.82, 0.53)  -0.3311
O (-5.12, -2.33, -1.46)  -0.3485
H (3.63, 5.07, -8.20)  0.2619
C (1.68, 1.86, -5.51)  -0.6481
H (3.19, 6.00, -2.79)  0.3210
H (-9.63, -1.84, 0.47)  0.3178
H (3.35, 4.23, -2.64)  0.1863
C (4.86, 1.76, 1.36)  0.6032
O (-3.06, 8.40, -1.62)  -0.3643
C (3.74, 5.13, -3.13)  -0.6039
C (4.02, 0.82, 1.99)  -0.7977
Si (0.25, 1.93, 1.03)  0.1639
O (-1.54, 6.52, -0.81)  -0.5109
O (-0.98, -8.01, 4.93)  -0.3081
C (-12.33, -5.86, 0.69)  -0.6481
C (-6.08, -3.30, -1.92)  -0.6238
O (-3.11, -3.37, -2.49)  -0.3192
H (-4.92, -3.04, 1.21)  0.3282
H (2.45, 3.66, -0.01)  0.5394
C (2.89, 2.84, 0.56)  -0.1223
P (-1.60, -7.00, 3.88)  1.0538
H (11.04, 1.47, 1.68)  0.5391
O (2.34, 4.71, -6.65)  -0.3568
C (-0.21, 0.22, 0.39)  -0.8251
H (-0.98, -10.01, 5.41)  0.2504
O (-0.89, 9.00, -0.57)  -0.3263


Entry 2:
A 2-piece molecular cluster, C5H11N2O overall. Source: the Open Molecules 2025 dataset; level of theory: ωB97M-V/def2-TZVPD.

Output
**Net charge**: +2
**Energy above the lowest of the compared OMol25 structures with the same formula, charge and spin**: 252.5 kJ/mol
**HOMO (spin up / spin down)**: -17.55 / -17.55 eV
**2S+1**: 2

Each line ends with the natural charge from an NBO analysis.
Atoms and positions in Å:
H (-0.04, -2.87, -1.14)  0.3346
H (1.97, -0.73, -0.96)  0.2125
C (-1.14, 0.19, -0.38)  0.1850
N (-0.75, 0.74, 0.92)  -0.4990
N (0.41, -1.11, 0.62)  -0.5159
C (0.02, -1.79, -1.63)  -0.4917
C (0.11, -0.13, 1.50)  0.4220
H (-1.07, 4.95, 2.77)  0.5150
H (1.71, -0.91, -2.90)  0.2884
O (-1.09, 3.98, 2.68)  -0.9570
H (0.69, 0.02, 2.49)  0.3370
H (-1.93, 0.57, -0.97)  0.2997
H (0.95, -1.97, 0.87)  0.5038
H (2.28, -2.24, -1.99)  0.2595
H (-0.56, -1.80, -2.59)  0.3166
H (-1.68, 3.70, 1.99)  0.4476
C (-0.38, -0.92, -0.57)  0.3361
H (-1.14, 1.75, 1.14)  0.5330
C (1.65, -1.44, -1.87)  -0.5273


Entry 3:
A 16-piece molecular cluster, C51H85Cl31F2N2O4 overall. Source: the Open Molecules 2025 dataset; level of theory: ωB97M-V/def2-TZVPD.

Output
**HOMO**: -9.83 eV

Each line ends with the Mulliken charge.
Atoms and positions in Å:
Cl (0.02, -8.60, -1.43)  -0.0876
C (-0.15, 0.53, 2.66)  -1.4490
H (-2.72, -2.76, -3.75)  0.0184
C (6.51, -6.42, -3.97)  0.1812
Cl (-5.85, -2.94, 3.74)  -0.1876
H (-3.52, -8.61, -2.44)  0.3590
C (2.39, -11.20, -0.44)  -0.2369
Cl (14.78, 0.04, -3.33)  -0.1823
Cl (-4.83, 5.12, 12.07)  -0.1872
H (-8.32, 2.08, 6.15)  0.2828
Cl (-7.38, 6.45, 10.26)  -0.1539
Cl (-2.68, 10.18, 2.37)  -0.1831
Cl (1.47, -5.70, 0.14)  -0.1412
H (6.42, -8.44, -4.65)  0.3133
C (-7.86, 4.10, 6.77)  -0.4629
C (-0.19, 5.06, -0.04)  -0.0484
Cl (-8.27, 6.19, -6.99)  -0.1923
H (14.51, 2.38, -3.41)  0.3134
F (0.73, 1.04, -3.46)  -0.2094
H (-2.07, -0.54, -2.14)  -0.1406
C (1.02, -0.49, 4.62)  -1.6507
H (-4.97, -2.42, 5.84)  0.3777
N (-1.39, 1.71, -3.19)  0.5199
H (-4.58, 5.92, 9.87)  0.3046
Cl (-0.87, -3.72, -1.76)  -0.0022
C (-1.53, -9.25, -2.01)  -0.6393
H (-1.38, -9.57, -3.04)  0.2991
H (-8.88, 4.39, 7.01)  0.3557
H (-3.82, 6.98, 11.06)  0.3189
H (-7.32, 4.97, 6.41)  0.3122
C (-5.92, 7.30, 10.83)  -0.4702
H (-0.18, -2.27, 1.88)  0.2992
C (-4.55, -0.30, -0.98)  -1.1683
H (-0.64, 3.02, 1.91)  0.6932
H (-5.35, -1.02, -0.77)  0.6334
C (-1.27, 1.97, -1.75)  -1.4509
H (3.49, -12.01, 1.20)  0.3288
C (0.06, -0.77, 3.43)  0.8275
C (-1.95, -0.39, -1.07)  -0.5968
H (0.42, -0.10, 5.45)  0.3925
C (1.95, -6.09, -1.53)  -0.3148
Cl (1.64, 5.68, -1.62)  -0.0980
H (5.17, -2.84, 0.97)  0.2996
C (-5.57, -1.86, 5.13)  -0.4180
C (-1.36, -4.38, -3.34)  -0.5079
Cl (-1.34, 7.52, 4.01)  -0.1878
C (-6.84, 7.59, -5.13)  -0.0354
H (3.08, -10.36, -0.51)  0.1353
C (-5.92, 0.90, 0.84)  -1.1603
H (6.22, -1.51, 0.45)  0.0153
H (-4.79, -0.23, 2.32)  -0.0608
H (-2.66, 9.75, -2.46)  0.3471
Cl (12.88, 1.77, -1.11)  -0.1855
H (-5.75, 8.14, 10.16)  0.2799
H (3.20, -7.45, -2.61)  0.3244
H (-8.47, 3.31, 4.88)  0.3411
C (10.85, -0.67, -2.32)  -0.1042
H (-6.13, 7.69, 11.82)  0.3377
H (10.33, 0.01, -2.97)  0.3461
C (-3.25, 9.16, -1.77)  -0.3431
Cl (-6.25, 2.60, 5.14)  -0.1462
H (-5.54, 1.57, -1.15)  0.4187
H (-4.12, 1.65, -0.15)  0.0803
H (-3.02, 7.26, -2.77)  0.3893
Cl (-7.09, 3.58, 8.29)  -0.2013
Cl (-3.08, -7.80, -0.29)  -0.1748
H (0.73, 0.72, 2.05)  0.6903
H (-2.27, 0.70, 2.35)  0.1000
O (0.03, 5.74, 0.91)  -0.5535
H (-5.95, 7.62, -4.50)  -0.0836
H (-5.82, 1.01, 3.01)  -0.1359
H (-6.50, 1.83, 0.90)  0.3479
C (-6.86, -1.42, 5.78)  -0.4214
H (5.69, -2.23, -4.86)  0.0061
H (-5.95, 6.56, -6.79)  0.3303
C (3.08, -12.35, 0.25)  -0.5034
N (-0.09, 5.46, -1.44)  0.0800
C (-0.53, 0.70, -3.66)  0.4499
H (1.56, -1.38, 4.93)  0.3899
H (2.25, -5.17, -2.02)  0.3966
Cl (-3.58, 6.74, -0.54)  -0.1860
Cl (1.89, -11.61, -2.10)  -0.1797
C (-1.39, 0.45, 1.76)  -0.2652
Cl (10.43, -2.34, -2.81)  -0.1959
C (-2.80, 7.73, -1.81)  -0.4137
H (1.51, -10.88, 0.11)  0.3219
C (-2.63, -8.21, -1.96)  0.1215
H (5.02, -2.31, -1.50)  0.1840
C (5.84, -1.16, -4.82)  -0.2974
C (-5.16, 0.79, 2.17)  0.2870
Cl (4.89, -7.27, -5.99)  -0.1905
H (-0.38, 10.53, 2.13)  0.2872
H (-1.73, 7.67, -1.63)  0.2114
H (10.90, 0.56, -0.55)  0.0725
F (-2.81, 1.27, -4.91)  -0.2840
H (16.12, 1.90, -2.85)  0.3266
H (7.24, -7.35, -5.78)  0.3619
O (-3.65, 1.97, -3.04)  -0.3612
C (15.06, 1.70, -2.75)  -0.4451
H (5.63, -6.44, -3.34)  -0.3161
Cl (1.96, -13.69, 0.60)  -0.1909
H (-6.62, 0.08, 0.72)  0.3584
H (-5.00, -1.01, 4.78)  0.2185
H (1.42, -1.56, 1.89)  0.1170
C (-0.84, 2.71, 0.89)  -0.7588
C (3.03, -7.13, -1.58)  -0.3346
H (-2.90, -4.17, -4.80)  0.4459
H (1.06, -6.46, -2.03)  0.0829
H (-1.14, -1.04, -0.75)  0.3763
H (1.71, 0.30, 4.33)  0.3594
H (7.38, -6.64, -3.35)  0.3536
C (-2.70, 1.64, -3.65)  0.4025
H (-7.71, 7.52, -4.48)  0.3182
H (0.52, 8.42, 2.91)  0.3023
H (3.90, -12.74, -0.35)  0.3360
Cl (8.75, -0.39, -0.60)  -0.1531
H (-0.21, 1.34, 3.39)  0.4791
Cl (-7.79, -0.33, 4.73)  -0.1737
H (-2.34, -7.30, -2.46)  -0.2254
Cl (6.73, -4.77, -4.59)  -0.1998
H (-6.63, -0.87, 6.69)  0.2499
C (-3.25, -0.90, -0.42)  -0.5652
Cl (6.45, -0.74, -3.19)  -0.0746
H (-1.41, -0.56, 1.39)  -0.3425
H (15.10, 1.13, -0.67)  0.3008
H (4.29, -0.59, -6.18)  0.3554
C (-6.75, 6.43, -6.08)  -0.3822
H (0.95, -2.72, 3.13)  0.4856
C (-0.86, 3.25, -1.41)  1.3757
C (14.65, 1.88, -1.31)  -0.4945
H (-4.48, -0.26, -2.07)  0.3505
C (4.47, -1.75, -0.76)  -0.5368
H (-0.79, 8.06, 1.79)  0.0445
C (-0.57, 4.42, -2.31)  -0.1131
Cl (-4.03, -4.45, -2.77)  -0.1860
C (-2.70, -3.85, -3.78)  -0.3076
C (-4.72, 6.40, 10.83)  -0.4258
Cl (4.60, -6.52, -0.96)  -0.2198
C (-7.88, 2.99, 5.74)  -0.5111
C (10.52, -0.41, -0.87)  -0.3227
C (6.41, -7.44, -5.08)  -0.5181
H (4.38, -0.72, -1.10)  0.3422
Cl (3.20, -0.97, -4.14)  -0.1015
H (-7.49, -2.27, 6.03)  0.3812
H (4.68, 0.66, -4.99)  0.3266
C (4.57, -0.41, -5.14)  -0.5859
H (-3.14, 9.59, -0.77)  0.1887
Cl (-4.96, 9.34, -2.25)  -0.2001
H (-3.27, -0.80, 0.66)  0.1616
C (-1.26, 1.42, 0.59)  1.4575
C (-0.56, 8.50, 2.75)  -0.1350
C (-0.64, 3.65, -0.11)  0.0511
H (-0.87, -1.14, 3.88)  0.2679
C (5.18, -1.83, 0.57)  -0.0916
Cl (2.83, -2.46, -0.68)  -0.0017
H (-1.38, -5.47, -3.26)  0.1300
Cl (4.44, -0.76, 1.79)  -0.1992
H (10.95, -1.17, -0.22)  0.3549
H (-6.57, 5.51, -5.52)  0.2348
H (-4.35, 1.51, 2.15)  0.2145
O (-0.73, 4.56, -3.48)  -0.5400
Cl (-6.92, 9.15, -5.98)  -0.1887
H (2.76, -8.00, -0.99)  0.1736
C (-1.51, 1.02, -0.74)  1.0121
C (0.60, -1.88, 2.54)  -1.4251
C (-0.98, 9.95, 2.82)  -0.5087
H (14.95, 2.86, -0.96)  0.3398
H (-0.84, 10.35, 3.82)  0.3772
H (-0.60, -4.10, -4.06)  0.3793
H (11.92, -0.56, -2.47)  0.0162
C (-5.00, 1.04, -0.37)  -0.1810
O (-0.81, -0.31, -4.18)  -0.4995
H (-1.78, -10.12, -1.41)  0.3736
H (6.61, -0.89, -5.53)  0.3828
H (-3.29, -1.97, -0.63)  0.4176